# 1
12
Properties=species:S:1:pos:R:3:mulliken_charge:R:1 method="wB97M-V/def2-TZVPD" gap_ev=8.904 lumo_ev=0.49 de_lowest_ev=6.318 total_energy_ha=-397.60452 multiplicity=1
C 1.89552 -0.07670 0.89123 -0.73
C 0.93877 0.39784 0.17604 -0.10
C -0.19672 -0.27731 -0.39720 0.32
N -1.31290 0.42420 -0.37720 0.66
O -1.53186 1.46158 0.30324 -0.74
O -2.48086 -0.08267 -0.86537 -0.37
O -0.21466 -1.54965 -0.60642 -0.46
H 2.57722 0.70924 1.32826 0.20
H 2.19038 -1.06488 1.30702 0.28
H 0.92376 1.49011 0.06400 0.27
H -2.98458 0.46650 -0.42496 0.31
H 0.19594 -1.89827 -1.39865 0.36

# 2
84
Properties=species:S:1:pos:R:3:mulliken_charge:R:1 method="wB97M-V/def2-TZVPD" gap_ev="2.288 / 7.386" s2=0.7529 lumo_ev="2.13 / 2.12" charge=-1 de_lowest_ev=0.465 total_energy_ha=-3632.97357 multiplicity=2
C 1.15592 3.65546 5.15090 -1.35
C 1.37106 2.64665 4.00762 0.44
O 0.69915 1.40780 4.26794 -0.23
C -0.47489 1.11996 3.79401 0.66
O -1.17730 1.89511 3.11281 -0.62
C -0.92674 -0.32997 4.05148 0.72
F -0.07665 -0.91892 4.90547 -0.25
F -2.15737 -0.25315 4.63532 -0.30
F -1.12398 -1.07782 2.93522 -0.14
H 0.14144 3.63146 5.54883 0.35
H 1.48176 4.65355 4.85806 0.35
H 1.72556 3.31443 6.01537 0.34
H 2.40462 2.48329 3.70237 -0.13
H 0.95678 3.16238 3.14131 0.26
C 5.67288 0.12119 3.02841 -1.42
C 4.76854 1.14177 2.46649 0.74
O 5.49768 1.88087 1.49065 -0.33
C 5.82074 1.28006 0.29093 0.45
O 5.62789 0.09783 -0.02816 -0.49
C 6.47990 2.27859 -0.68205 0.79
F 5.94636 1.98941 -1.86660 -0.23
F 6.12112 3.57708 -0.39782 -0.25
F 7.80416 2.13862 -0.72827 -0.25
H 5.20441 -0.27364 3.92994 0.44
H 6.66333 0.54984 3.18125 0.37
H 5.76320 -0.80693 2.46402 0.27
H 4.32072 1.82867 3.18464 0.03
H 3.86325 0.77520 1.98258 -0.20
C -2.74327 0.66290 -0.58117 -1.29
C -1.48071 0.14241 0.01349 0.70
O -0.46023 1.15402 -0.09279 -0.29
C 0.78297 0.86783 0.29843 -0.14
O 1.08812 0.07464 1.21128 -0.67
C 1.79132 1.73536 -0.42344 0.73
F 1.23054 2.25982 -1.54313 -0.30
F 2.14218 2.71470 0.31853 -0.28
F 2.85569 1.04201 -0.72309 -0.16
H -2.67615 1.15980 -1.54900 0.31
H -3.15953 1.39456 0.11130 0.44
H -3.49237 -0.11143 -0.74658 0.20
H -1.16931 -0.83456 -0.35618 0.12
H -1.67145 0.01380 1.07893 -0.30
C -6.55187 1.84767 -0.85200 -0.83
C -7.50076 1.43836 -2.09187 -0.36
O -8.48519 2.54123 -2.30480 -0.27
C -9.64732 2.52625 -1.64782 0.42
O -9.82745 1.85336 -0.59085 -0.58
C -10.68728 3.54300 -2.19112 0.82
F -11.69201 2.76175 -2.63651 -0.24
F -11.00371 4.33829 -1.17268 -0.23
F -10.20485 4.30884 -3.14603 -0.23
H -6.00535 0.91573 -0.70741 0.16
H -7.08268 2.11606 0.06141 0.35
H -5.87153 2.65551 -1.12149 0.32
H -7.89884 0.46302 -1.81197 0.32
H -6.85260 1.35395 -2.96415 0.34
C 7.04452 -5.15511 -0.16051 -1.19
C 5.62783 -5.19747 -0.67573 -0.19
O 5.01780 -4.10101 -0.05429 -0.13
C 3.77338 -3.78215 -0.45894 -0.05
O 3.11680 -4.44909 -1.24163 -0.57
C 3.14700 -2.57106 0.26697 1.20
F 3.05796 -1.60252 -0.59732 -0.20
F 1.90012 -2.87014 0.67421 -0.24
F 3.92369 -2.17810 1.32580 -0.23
H 7.76245 -5.74870 -0.72649 0.37
H 6.97061 -5.46764 0.88111 0.29
H 7.44364 -4.14121 -0.18886 0.29
H 5.17376 -6.13422 -0.35260 0.28
H 5.61415 -5.13198 -1.76368 0.33
C -3.19437 -3.01475 -1.88149 -0.87
C -1.94962 -3.06918 -2.70721 -0.35
O -1.74579 -1.82840 -3.34864 -0.15
C -1.10184 -1.69202 -4.52351 0.31
O -0.67485 -2.68379 -5.15591 -0.58
C -1.09718 -0.27861 -5.08095 0.90
F -0.12044 0.40826 -4.48033 -0.22
F -0.88655 -0.36377 -6.41885 -0.24
F -2.28024 0.36626 -4.87098 -0.23
H -3.36474 -3.84825 -1.20006 0.38
H -4.07047 -2.96637 -2.52818 0.30
H -3.12932 -2.20248 -1.15754 -0.04
H -2.20845 -3.70970 -3.55032 0.44
H -1.02951 -3.49413 -2.30607 0.33

# 3
8
Properties=species:S:1:pos:R:3:mulliken_charge:R:1 method="wB97M-V/def2-TZVPD" gap_ev="8.356 / 8.358" lumo_ev="-2.46 / -2.46" de_lowest_ev=6.585 total_energy_ha=-742.59457 multiplicity=1
C -0.72118 1.15122 -0.08605 -0.40
C 0.14322 0.13390 -0.15031 0.15
N 0.22786 -1.13044 0.48653 0.83
O 1.10898 -1.90113 0.21521 -0.43
O -0.71356 -1.24677 1.38622 -0.51
Cl 1.96144 -0.15626 -1.86472 -0.25
H -0.55949 1.98600 -0.70059 0.30
H -1.44727 1.16348 0.71371 0.32

# 4
60
Properties=species:S:1:pos:R:3:mulliken_charge:R:1 method="wB97M-V/def2-TZVPD" gap_ev="4.979 / 5.600" s2=0.8052 lumo_ev="-9.23 / -8.60" charge=+2 de_lowest_ev=1.695 total_energy_ha=-1797.97769 multiplicity=2
Re 1.54294 -0.88170 -0.29677 0.85
C 3.04566 0.76336 3.27379 -0.83
C 2.56898 2.07772 3.30275 -0.36
C 1.99210 2.60448 2.16957 -0.42
C 1.85466 1.81300 1.01469 0.20
N 2.19053 0.48348 1.04650 0.31
C 2.81566 0.01357 2.14390 0.06
N 1.45207 2.42745 -0.11529 -0.46
C 1.12759 1.90895 -1.24482 0.19
N 0.92897 0.54875 -1.48372 -0.24
C 0.51807 0.34988 -2.80397 -0.11
N 0.17956 -0.77605 -3.31867 -0.43
C 0.32046 -2.01646 -2.81030 0.42
C -0.30620 -3.07322 -3.49200 -0.51
C -0.02257 -4.37753 -3.15448 -0.37
C 0.89783 -4.62786 -2.12999 -0.80
C 1.40163 -3.55513 -1.43273 -0.05
N 1.10464 -2.27082 -1.71403 0.16
C 0.52705 1.64176 -3.45935 0.36
C 0.33236 1.98687 -4.78357 -0.34
C 0.50050 3.32556 -5.12187 -0.63
C 0.85646 4.27528 -4.17350 -0.64
C 1.06839 3.93328 -2.84095 -0.21
C 0.89715 2.60680 -2.49512 0.11
H 3.55855 0.33222 4.11976 0.47
H 2.66953 2.67409 4.19624 0.49
H 1.62815 3.61782 2.12863 0.52
H 3.12763 -1.02963 2.09793 0.35
H -0.99610 -2.81987 -4.28087 0.52
H -0.48005 -5.19503 -3.69017 0.48
H 1.19589 -5.63407 -1.87746 0.44
H 2.07140 -3.70395 -0.58514 0.44
H 0.08838 1.23868 -5.51840 0.56
H 0.36090 3.63110 -6.14627 0.45
H 0.98423 5.30043 -4.48001 0.45
H 1.37914 4.65840 -2.10809 0.56
C -4.77806 -0.01254 -0.14154 -0.54
C -4.53919 -0.85361 0.93402 -0.72
C -3.24437 -1.24250 1.21958 -0.60
C -2.17887 -0.81577 0.42434 0.39
C -2.43076 0.03740 -0.64633 0.22
C -3.72846 0.42839 -0.93219 -0.74
Si -0.48593 -1.47766 0.95700 -0.07
C -0.24949 -0.85424 2.73703 0.35
C -0.49524 0.47703 3.07410 -0.08
C -0.41245 0.89195 4.38999 -0.82
C -0.09039 -0.02164 5.38356 -0.53
C 0.15305 -1.34694 5.05929 -0.69
C 0.07643 -1.76029 3.74279 -0.43
H -5.78492 0.31677 -0.34767 0.40
H -5.34698 -1.18882 1.56545 0.44
H -3.05663 -1.87441 2.07327 0.39
H -1.61549 0.39149 -1.25920 0.31
H -3.91316 1.08330 -1.77019 0.45
H -0.48050 -2.96892 0.92200 -0.13
H -0.77241 1.18227 2.30259 0.56
H -0.61406 1.92236 4.64132 0.52
H -0.04142 0.29629 6.41208 0.45
H 0.39713 -2.06478 5.82719 0.47
H 0.25001 -2.79674 3.49533 0.43

# 5
85
Properties=species:S:1:pos:R:3:mulliken_charge:R:1 method="wB97M-V/def2-TZVPD" gap_ev="7.496 / 6.167" s2=2.0170 lumo_ev="0.59 / -1.63" total_energy_ha=-4973.15822 multiplicity=3
Ni 0.55165 0.34680 -0.44255 0.42
C -1.44676 4.28201 0.25708 -0.59
N -0.27951 4.03067 1.08739 0.45
C -0.11715 4.45648 2.39387 -0.46
C 1.14169 4.13236 2.74581 -0.59
N 1.75725 3.53216 1.66468 0.22
B 3.28506 3.18573 1.58670 -0.26
N 3.48182 1.65252 1.82478 0.29
C 3.84225 1.08044 3.02949 -0.45
C 3.98236 -0.24656 2.84333 -0.48
N 3.68817 -0.48772 1.51517 0.43
C 3.79266 -1.77161 0.84028 -0.87
C 3.39176 0.68256 0.91569 0.02
S 2.96119 0.80923 -0.75805 -0.29
C 0.87131 3.46190 0.66761 0.05
S 1.07831 2.78966 -0.91399 -0.25
H -2.33187 4.30819 0.88721 0.28
H -1.55272 3.48717 -0.47450 0.08
H -1.34494 5.22941 -0.27287 0.32
H -0.91238 4.92885 2.94670 0.49
H 1.65532 4.26252 3.68300 0.50
H 3.69363 3.47119 0.49304 -0.01
H 3.83456 3.76888 2.49103 -0.21
H 3.94987 1.67111 3.92297 0.49
H 4.21867 -1.04043 3.53109 0.46
H 3.89708 -2.54938 1.59158 0.31
H 4.65314 -1.78823 0.17396 0.32
H 2.90143 -1.96252 0.25290 0.10
C -0.93390 -1.83693 -2.29853 -1.46
C -2.14498 -1.24452 -1.57668 -1.33
P -1.70655 0.40435 -0.84195 1.06
C -2.96774 0.61731 0.45063 -0.18
C -2.61681 1.35507 1.57724 0.70
C -3.53094 1.56507 2.59989 -1.17
C -4.80769 1.03241 2.50484 -0.76
C -5.16462 0.28132 1.39097 -0.63
C -4.24856 0.07082 0.36965 -0.29
C -2.26640 1.53240 -2.17108 0.04
C -3.49758 2.18271 -2.16684 -0.23
C -3.85286 3.01754 -3.21940 -0.78
C -2.98795 3.20398 -4.28868 -0.55
C -1.75696 2.56034 -4.30262 -0.91
C -1.39510 1.73989 -3.24381 -0.09
P 0.50184 -1.82014 -1.13935 0.37
C 0.05874 -3.09237 0.08532 0.11
C 0.51257 -2.89829 1.38698 0.45
C 0.21167 -3.81389 2.38601 -1.02
C -0.55178 -4.93268 2.08885 -0.72
C -1.01789 -5.13300 0.79359 -0.67
C -0.71593 -4.21743 -0.20335 -0.13
C 1.80690 -2.60943 -2.14673 0.58
C 2.26672 -3.90802 -1.93580 -0.22
C 3.29123 -4.42456 -2.72213 -0.76
C 3.86139 -3.65173 -3.72423 -0.55
C 3.41006 -2.35466 -3.94027 -0.80
C 2.39692 -1.83465 -3.14892 -0.46
H -0.64621 -1.21959 -3.15326 0.55
H -1.13395 -2.83879 -2.67888 0.70
H -2.42640 -1.88656 -0.73936 0.62
H -3.00054 -1.14924 -2.24413 0.73
H -1.59994 1.71504 1.68766 -0.01
H -3.22374 2.10486 3.48711 0.49
H -5.52106 1.18115 3.30696 0.39
H -6.15606 -0.14954 1.31996 0.43
H -4.54404 -0.51829 -0.49166 0.38
H -4.17921 2.04266 -1.33663 0.40
H -4.80946 3.52496 -3.20463 0.43
H -3.27008 3.85658 -5.10561 0.38
H -1.07347 2.71260 -5.12957 0.43
H -0.41780 1.26848 -3.22926 0.16
H 1.06505 -2.00026 1.63686 -0.12
H 0.54412 -3.62435 3.39986 0.48
H -0.80315 -5.64164 2.86866 0.39
H -1.62127 -6.00181 0.55970 0.43
H -1.08391 -4.39073 -1.20766 0.34
H 1.82582 -4.51566 -1.15409 0.37
H 3.64298 -5.43555 -2.55199 0.42
H 4.66283 -4.05605 -4.33165 0.38
H 3.85853 -1.74715 -4.71751 0.43
H 2.06205 -0.81176 -3.29755 0.28
F 0.64733 0.38397 1.74330 0.60
B 0.19158 0.00161 3.09227 0.53
F -0.19450 1.18032 3.74068 -0.35
F 1.28081 -0.60782 3.73362 -0.33
F -0.87396 -0.89174 2.94986 -0.33

# 6
17
Properties=species:S:1:pos:R:3:mulliken_charge:R:1 method="wB97M-V/def2-TZVPD" gap_ev=12.833 lumo_ev=-3.11 charge=+1 de_lowest_ev=1.339 total_energy_ha=-288.36485 multiplicity=1
C -0.60881 -1.65811 1.69785 -0.98
C -1.00269 -0.49983 0.94846 -0.28
N 0.30821 0.43946 0.35352 -0.33
H -1.29218 -2.00445 2.46801 0.35
H -0.51623 -2.53155 0.99775 0.27
H 0.20543 -1.41231 2.34571 0.33
H -1.64475 -0.68784 0.03399 0.33
H -1.62819 0.24743 1.54248 0.36
H 0.81121 0.82230 1.19337 0.40
H -0.04160 1.36703 -0.05792 0.38
H 0.72639 0.06755 -0.44565 0.25
H 1.45327 -1.85217 -2.30781 0.30
H 1.70198 -0.50607 -2.80829 0.30
O 1.43706 -0.95482 -2.02724 -0.64
H 0.76309 3.02037 -1.07564 0.32
H -0.49980 3.28554 -1.81564 0.32
O -0.17240 2.85746 -1.04294 -0.68